Entry from OMol25: C14H10O in the gas phase in a non-equilibrium geometry (ωB97M-V with the def2-TZVPD basis set).

Values from the calculation:
SMILES: OC1=C=CC2=C(C=CC2)c2ccccc21
Frontier orbital gap in eV: 8.311

```
! RIJCOSX wB97M-V def2-TZVPD def2/J DEFGRID3
* xyz 0 1
O -2.551 2.603 -1.025
C -1.557 1.974 -0.278
C -0.471 2.352 0.383
C 0.638 2.037 1.063
C 1.460 1.025 0.385
C 0.785 0.025 -0.270
C 1.817 -0.813 -0.838
C 3.016 -0.219 -0.678
C 2.881 0.998 0.214
C -0.653 -0.303 -0.075
C -0.959 -1.710 0.035
C -2.235 -2.143 0.171
C -3.323 -1.241 0.358
C -3.056 0.082 0.152
C -1.770 0.560 -0.118
H -2.699 3.485 -0.818
H 0.723 2.459 2.012
H 1.472 -1.615 -1.340
H 3.869 -0.608 -1.106
H 3.526 0.685 1.169
H 3.406 1.756 -0.349
H -0.310 -2.554 0.034
H -2.259 -3.269 0.247
H -4.350 -1.717 0.556
H -3.934 0.701 0.145
*
```

Entry from OMol25: a molecular structure, C13H19Cl2CrN in a non-equilibrium geometry (ωB97M-V with the def2-TZVPD basis set).

Values from the calculation:
Frontier orbital gap (alpha / beta) in eV: 4.718 / 5.477
Expectation value of S²: 3.92

```
! RIJCOSX wB97M-V def2-TZVPD def2/J DEFGRID3
* xyz -1 4
Cr -0.493 -0.250 -0.498
Cl -2.236 0.065 0.841
Cl 1.452 -0.922 -1.389
C -1.028 0.334 -2.169
H -0.501 0.199 -3.113
H -2.096 0.477 -2.300
C 0.548 1.575 -0.048
C -0.234 1.634 -1.239
H 1.361 0.844 0.113
C -1.458 2.640 -1.260
H 0.547 1.965 -1.953
C -1.087 3.970 -0.634
H -1.823 2.748 -2.298
H -2.299 2.200 -0.709
C -0.405 3.732 0.727
H -0.373 4.488 -1.294
H -1.993 4.588 -0.564
C 0.891 2.906 0.509
H -0.169 4.685 1.216
H -1.081 3.183 1.398
H 1.495 3.529 -0.165
H 1.416 2.771 1.446
C 0.859 -5.242 2.961
C 0.494 -4.035 2.189
C 0.196 -4.198 0.831
C -0.133 -3.072 0.090
N -0.140 -1.886 0.685
C 0.168 -1.678 1.960
C 0.448 -2.766 2.774
H 0.037 -5.970 2.924
H 1.749 -5.712 2.522
H 1.065 -4.972 4.000
H 0.229 -5.152 0.326
H -0.322 -3.070 -0.978
H 0.141 -0.648 2.295
H 0.640 -2.598 3.826
*
```

Entry from OMol25: 2 unconnected molecules or ions with the total composition C3H3IO in a non-equilibrium geometry (ωB97M-V with the def2-TZVPD basis set).

Values from the calculation:
Frontier orbital gap in eV: 8.786

```
! RIJCOSX wB97M-V def2-TZVPD def2/J DEFGRID3
* xyz 0 1
C 1.314 -1.739 -0.414
C 1.748 -0.751 0.136
C -0.899 0.864 0.469
O -0.901 2.086 0.112
I -2.568 -0.338 0.173
H 1.024 -2.685 -0.940
H 2.050 0.168 0.632
H -1.767 2.395 -0.168
*
```

Electronic energy / Eh: -614.5698, -2526.3509, -488.8587
Energy relative to the best compared isomer or geometry (same formula, charge and spin) / kJ/mol: 0.9, 206.6, 350.1